101
Properties=species:S:1:pos:R:3 method="wB97M-V/def2-TZVPD" e_lumo_ev=-0.60 e_above_lowest_kj_mol=426.1 total_energy_ha=-5229.10263 homo_energy_ev=-6.15 gap_ev=5.6 charge=0
Sb -1.6816 0.7318 -1.7010
Sc 0.6696 0.3959 0.2970
S 5.5696 4.4000 0.7500
S 4.9840 2.3106 -1.2616
S 2.9440 5.6786 0.6254
S 1.7726 2.3770 1.1907
Si -4.3447 -1.3621 -0.8528
Si -2.0113 -2.2985 -2.7881
Si -2.1506 2.5044 1.4077
O 4.8419 6.4070 2.3001
O 1.2293 -1.6734 0.0502
O 2.6315 -3.0358 1.1156
N 5.4816 -0.9574 4.1743
N -1.1782 -1.0690 0.8922
N 4.8879 -2.3512 2.4223
N -0.8940 3.9136 -1.0952
N 2.8483 0.0842 -0.6605
N 3.4295 -2.0358 4.1364
C -1.3190 -3.7584 1.4775
C 2.3888 -2.0013 0.4709
C 2.0834 3.8138 -1.2704
C -4.9725 -3.0313 -0.2373
C -2.6408 1.2450 2.7360
C -0.7281 -1.5545 2.0597
C -4.7811 -0.1627 0.5198
C -1.8386 -3.2585 0.3057
C 4.6184 -1.7839 3.5708
C 1.2145 4.9270 -1.7702
C -5.3194 -1.0069 -2.4184
C -1.7910 -1.8826 0.0230
C -0.2945 2.9206 -0.5675
C -3.4362 1.7854 -2.2923
C -3.7212 3.3373 0.7704
C 4.7440 -1.4948 -0.5755
C -1.2364 3.8650 2.3246
C -0.1106 4.9346 -1.6726
C 4.4357 3.7227 -0.4077
C -2.4614 -1.3219 -1.1960
C -1.0337 1.7744 0.0908
C 3.2337 4.3221 -0.4519
C 3.4806 -0.9658 0.1354
C 4.5264 5.6624 1.4101
C -2.5347 -1.3699 -4.3353
C -0.1626 -2.5950 -2.8319
C -2.8611 -3.9731 -2.9567
C 1.2238 2.7355 -0.5483
C 6.0348 -2.0533 1.5715
C 5.6684 -2.4826 0.1478
C -0.7743 -2.8805 2.4119
H -2.1490 -0.3563 -4.4139
H -3.5667 1.5631 3.2146
H 5.2373 -0.4664 5.0145
H -2.4927 -4.7312 -2.2689
H 3.7721 -0.4787 1.0757
H -4.0988 0.6828 0.5806
H -2.6405 -4.3311 -3.9642
H -0.3029 -0.8153 2.7424
H -0.3982 -3.2204 3.3662
H -0.3326 3.5056 2.8128
H 0.3836 -1.6768 -3.0571
H -4.7488 -0.6681 1.4844
H -5.7887 0.2323 0.3900
H 4.0949 -2.8606 1.9464
H -4.7659 -3.8741 -0.8939
H -1.9087 4.2657 3.0858
H -5.3413 -1.8813 -3.0667
H 6.9131 -2.5877 1.9420
H -1.3518 -4.8218 1.6720
H 0.2185 -2.9823 -1.8899
H 6.2425 -0.9778 1.5860
H -3.6151 -1.3407 -4.4645
H -4.6008 -3.2700 0.7564
H -2.7954 0.2340 2.3674
H 2.5597 3.3258 -2.1314
H -3.6758 1.5657 -3.3290
H -3.4626 4.0673 0.0055
H -4.4843 2.6736 0.3708
H -1.8719 1.2156 3.5088
H -3.1504 2.8329 -2.1890
H -0.9518 4.6864 1.6707
H 5.2304 -3.4818 0.1916
H -6.0580 -2.9416 -0.1574
H 5.3183 -0.5969 -0.8279
H 2.7565 -2.5886 3.6260
H -4.9551 -0.1659 -3.0014
H -0.6912 5.7624 -2.0549
H 3.1584 -1.6156 5.0061
H 1.7166 5.7652 -2.2354
H 4.4358 -1.9285 -1.5328
H 0.0635 -3.3176 -3.6170
H 2.8136 -0.2019 -1.6408
H -4.2872 1.5703 -1.6502
H 1.3922 1.8167 -1.1746
H -4.1662 3.8739 1.6098
H 6.3595 -0.7395 3.7398
H 3.4525 0.9292 -0.6776
H 6.5847 -2.5739 -0.4366
H -3.9447 -3.9255 -2.8689
H -2.3003 -3.9260 -0.4029
H -6.3483 -0.7894 -2.1343
H -2.1228 -1.9235 -5.1820

=====

122
Properties=species:S:1:pos:R:3 method="wB97M-V/def2-TZVPD" e_lumo_ev=1.82 e_above_lowest_kj_mol=58.2 total_energy_ha=-4456.69131 homo_energy_ev=-4.11 gap_ev=5.9 charge=-1
Ba -0.0314 1.1638 -0.2685
Sb -0.9137 -1.8732 2.7434
Cl -3.8647 1.6172 -0.0122
Cl -5.8451 -0.5440 0.0162
S -1.3509 2.1562 2.3266
S 1.9834 2.5089 1.5964
N 1.4539 -1.0544 -2.3238
N 3.6900 1.7852 7.3890
N -0.3051 1.3507 8.2680
N 1.9459 -1.4924 0.3823
N 1.3830 2.0756 -2.3884
N 2.1215 2.8034 -4.4864
N 0.2027 1.5506 -4.3661
C 2.5845 -1.8952 -1.9703
C 2.5759 2.6628 -1.8906
C 2.3609 -2.5037 -0.5946
C -1.2675 0.4536 -2.6923
C -5.2592 -1.7628 3.5391
C -1.1761 0.5059 -6.5593
C -2.6589 -0.6651 -4.9158
C 0.7894 -1.8586 6.7868
C 2.8686 1.8966 6.5892
C 1.8073 3.4761 -8.6175
C 3.6765 1.8372 -1.6565
C 0.6486 -5.9990 2.3025
C -1.5844 0.1873 -5.1410
C 2.2497 2.2337 4.2543
C 3.8489 4.5230 -1.0735
C 0.2562 -4.7649 2.8083
C 4.9496 3.7063 -0.8688
C -0.3471 -3.8110 1.9943
C -0.0575 2.1439 3.5000
C -1.4782 -2.9171 5.6126
C -3.8971 -1.4638 3.5121
C 0.9184 3.7956 -6.3798
C -3.3981 -0.2444 4.2298
C 1.3321 2.2856 3.1980
C -3.0246 -2.3432 2.8424
C 4.8615 2.3530 -1.1565
C -1.2793 -3.0641 6.9782
C 1.8705 2.0099 5.5738
C -0.4200 1.9366 4.8377
C 0.5088 1.8501 5.8708
C -3.5431 -3.5017 2.2712
C -0.1635 -5.3447 0.1410
C 1.4740 4.9446 -1.7651
C 2.9557 2.5290 -6.7415
C 2.8771 2.7568 -8.1049
C -0.5543 -2.2347 4.8243
C 1.6765 -1.0448 4.5866
C 0.0623 1.5795 7.2004
C -0.1111 4.4146 -5.4756
C -0.1476 -2.5191 7.5671
C 0.4295 -6.2917 0.9660
C -4.9031 -3.7853 2.3085
C 0.6110 -1.7185 5.4110
C 2.6521 4.0280 -1.5847
C -5.5025 1.1432 0.4353
C -3.0484 -0.9795 -3.6229
C -0.9153 0.7147 -4.0179
C -1.1233 -3.0714 -0.3099
C 0.8463 3.9842 -7.7587
C -0.5446 -4.0972 0.6308
C -2.3598 -0.4183 -2.5534
C -5.7666 -2.9055 2.9378
C 1.2079 2.1366 -3.6680
C 1.9869 3.0355 -5.8754
H 2.8023 -2.7052 -2.6784
H -3.8893 -1.6464 -3.4538
H -0.4693 -2.1934 -0.3563
H 3.6401 2.3615 -8.7639
H 3.4854 -1.2737 -1.9363
H 0.4074 -4.5487 3.8613
H 2.4665 -0.6434 5.2210
H 1.2785 -0.2201 3.9905
H -2.8805 -4.2135 1.7907
H -1.8333 -0.0003 -7.2651
H 0.3113 4.6295 -4.4946
H -1.2289 -3.4649 -1.3222
H 1.7251 3.6482 -9.6838
H 1.1143 -6.7279 2.9546
H 3.2648 -3.0510 -0.3020
H -1.4702 1.8271 5.0708
H -0.4844 5.3425 -5.9083
H -2.1086 -2.7283 0.0123
H -0.9614 3.7473 -5.3157
H 0.0218 4.5652 -8.1582
H 3.7677 1.9434 -6.3250
H -0.1519 0.1814 -6.7811
H 0.5441 4.3843 -1.8531
H -2.7301 -0.5189 5.0518
H 0.5681 -1.5477 -2.2936
H 1.5191 -0.6308 -3.2396
H -1.2274 1.5782 -6.7808
H -2.3774 -3.3189 5.1578
H 0.0058 -2.6002 8.6361
H -3.1891 -1.0805 -5.7673
H 2.1415 -1.7592 3.8963
H -2.7149 -0.6855 -1.5545
H 3.5667 0.7806 -1.8647
H -5.2785 -4.6925 1.8492
H 3.0333 2.9337 -4.0785
H 1.8376 -1.9168 1.2959
H -5.6070 1.2473 1.5073
H 5.8607 4.1202 -0.4556
H 3.9053 5.5729 -0.8072
H -0.3269 -5.5692 -0.9086
H 1.5808 5.5517 -2.6689
H 1.6704 -1.4279 7.2510
H 0.7225 -7.2533 0.5611
H 0.3278 1.6414 -5.3598
H -2.8494 0.4227 3.5588
H -4.2275 0.3218 4.6566
H -6.2024 1.7698 -0.0998
H -5.9314 -1.0825 4.0528
H 3.2997 2.3422 4.0213
H 5.7023 1.6960 -0.9703
H 2.6396 -0.7545 0.4836
H -6.8305 -3.1072 2.9699
H 1.3857 5.6199 -0.9141
H -2.0138 -3.5873 7.5792
H 1.5627 -3.2449 -0.6606

=====

17
Properties=species:S:1:pos:R:3 method="wB97M-V/def2-TZVPD" e_lumo_ev=1.02 e_above_lowest_kj_mol=54.4 total_energy_ha=-557.74971 homo_energy_ev=-8.47 gap_ev=9.5 smiles=CSC.CC charge=0
S 0.9011 1.5909 -1.2674
C -0.3398 -1.5340 3.0214
C 0.1911 3.1690 -1.8048
C -0.8216 -2.6612 2.1328
C 0.8566 0.5088 -2.6926
H 0.0233 -3.1953 1.6786
H 0.4603 -1.8110 3.7544
H -0.8573 3.2076 -1.5644
H 0.7955 3.8938 -1.2519
H 0.1811 -0.7754 2.4441
H -1.1073 -0.9994 3.5486
H -1.4431 -3.3804 2.7068
H -1.5088 -2.4252 1.3285
H 0.6200 -0.4919 -2.3944
H 1.7039 0.6464 -3.3183
H 0.2921 3.4677 -2.8764
H 0.0530 0.7897 -3.4449

=====

17
Properties=species:S:1:pos:R:3 method="wB97M-V/def2-TZVPD" e_lumo_ev=4.12 e_above_lowest_kj_mol=152.4 total_energy_ha=-632.40502 homo_energy_ev=-2.63 gap_ev=6.8 charge=-1
S -0.9006 -0.3867 -0.7048
O 0.9913 -1.2699 1.7932
C -2.1731 0.8356 -0.4382
C 1.9633 -0.3701 1.2216
C -1.5641 2.1582 -0.9004
C 2.3986 -0.7879 -0.2169
H 2.9009 -0.5194 1.7699
H 1.5751 0.6744 1.3315
H -2.3738 1.0648 0.5315
H 2.8483 -1.6905 -0.1158
H -3.1516 0.6345 -1.0753
H 1.7266 -0.7759 -1.0110
H 3.2452 -0.1097 -0.6735
H -2.1395 3.0477 -0.5503
H -1.6436 1.9605 -2.0159
H -0.6043 2.2029 -0.3854
H 0.3480 -1.1585 1.1280

=====

21
Properties=species:S:1:pos:R:3 method="wB97M-V/def2-TZVPD" e_lumo_ev=1.18 e_above_lowest_kj_mol=147.1 total_energy_ha=-275.06024 homo_energy_ev=-10.04 gap_ev=11.2 smiles=CC(C)CC1CC1 charge=0
C -0.7356 2.2310 -0.4498
C 1.3934 -2.0279 -0.7820
C -1.0635 -1.5567 -0.2798
C 0.4005 -1.3427 0.1785
C 0.8223 0.1786 0.3929
C -0.4891 2.5567 0.9997
C -0.3607 1.1370 0.5140
H 0.5041 -1.8445 1.1518
H 1.4777 0.4716 -0.4384
H 1.4203 -3.1204 -0.6760
H 0.0086 2.6020 -1.1521
H -1.6624 -0.6598 -0.1325
H -1.7485 2.2360 -0.8446
H -1.2407 0.6018 0.8400
H -1.3630 2.7399 1.6229
H 0.3641 3.1785 1.2523
H 2.4123 -1.6622 -0.6123
H -1.1409 -1.7969 -1.3450
H 1.4437 0.2310 1.2996
H -1.5775 -2.3398 0.2881
H 1.1350 -1.8131 -1.8272

=====

112
Properties=species:S:1:pos:R:3 method="wB97M-V/def2-TZVPD" e_lumo_ev=1.97 total_energy_ha=-4863.70280 homo_energy_ev=-4.92 gap_ev=6.9 charge=-1
S -1.3328 2.5616 2.9904
P 1.0251 -0.9389 -0.7197
P 3.1216 3.2508 -4.4233
F 4.9280 -6.5759 4.9505
F -7.7238 -1.6985 6.1710
F 0.4298 -5.4480 0.6371
F -5.5994 -0.3977 7.2044
F -8.0001 0.4541 5.8898
F 2.7151 -4.2611 1.4822
F 5.3204 -8.0810 2.7115
F 3.0975 -7.2611 3.9991
F -7.1548 3.8927 8.0253
F -5.1266 -1.4787 5.3784
F 0.9043 -3.5230 2.4527
F 4.3137 -6.5575 1.5039
F -6.7964 2.9337 5.5462
F -5.1020 4.0778 6.3247
F 1.6518 -6.8743 1.7548
F -6.9944 1.7139 8.0850
O 0.6377 0.8178 -0.7385
O -3.6651 -1.1463 -5.1491
O -1.3305 -3.0763 -1.9330
O -1.1029 3.9003 2.5276
O -2.8661 2.1964 2.6874
O 2.8402 4.8236 -4.6119
O 4.2589 3.0227 -3.5283
O 3.3325 2.6690 -5.9064
O 0.6746 -0.8930 -2.4691
O -5.2707 0.7053 5.2701
O -1.1286 2.3268 4.3895
O 3.7381 -5.1098 3.8397
N 1.3766 -2.6735 -0.8130
N -3.4482 0.4793 -3.5654
C -7.2635 -0.6085 5.5130
C -2.5328 -3.1169 -0.9861
C 1.7486 1.1079 -3.4254
C 3.5862 -1.2099 -2.0857
C 2.9097 -0.7227 -1.0434
C -6.3078 2.8510 7.8505
C -5.7850 -0.4003 5.8702
C -5.7668 2.8898 6.4188
C 1.4129 -0.7258 1.1710
C -0.8037 -1.3451 -0.2254
C -1.7073 -1.9099 -1.3122
C -1.4119 -0.8002 -4.4781
C 5.1757 4.1092 -6.7101
C -0.1446 1.1529 -1.8283
C -2.9100 -0.5266 -4.4391
C 2.0321 0.6080 1.6205
C 1.7578 -4.5808 2.3728
C 4.9940 -6.7678 2.6426
C 2.3800 -4.7229 3.7689
C 1.0866 1.6901 2.2102
C 1.5441 2.5296 -3.9564
C 1.9221 5.2652 -5.6112
C 4.1320 -6.4108 3.8619
C -0.4786 0.3970 -4.2523
C -0.3997 1.4300 2.0039
C 4.6512 2.7073 -6.4586
C 0.4490 0.3712 -3.0082
C 0.9110 -5.7494 1.8591
C 0.9578 6.2783 -5.0270
C -4.7667 1.8057 6.0012
H 6.0872 4.0651 -7.3039
H 0.1797 6.4767 -5.7673
H 0.5526 -0.9604 1.7983
H 1.7503 -5.3197 4.4300
H 2.6268 1.0743 0.8405
H -1.3313 -0.4365 0.0764
H 1.3047 2.6446 1.7305
H 1.2852 1.8540 3.2702
H -0.2304 2.2350 -1.9722
H -1.1976 0.8131 -1.7363
H 3.5238 -0.2469 -0.2809
H 0.9315 2.5686 -4.8598
H -3.5820 0.1548 -2.6196
H 1.1379 3.2217 -3.2170
H 2.7527 0.3807 2.4148
H -0.6979 1.6205 0.9734
H 5.3860 4.6138 -5.7675
H -5.4912 2.9394 8.5715
H 2.2074 0.5229 -4.2312
H 5.9034 -6.1645 2.6406
H 2.2674 -2.8961 -0.4008
H -1.0302 1.3418 -4.2429
H -2.1655 -3.8741 -0.3029
H 2.4798 5.7190 -6.4328
H -4.0948 2.3025 5.3017
H 3.1919 -1.2133 -3.0937
H 2.1430 -1.5028 1.4000
H 4.4213 4.6928 -7.2388
H 1.4518 7.2224 -4.8068
H 1.3559 4.4385 -6.0440
H -1.1615 -1.6412 -3.8286
H 4.5570 -1.6805 -1.9367
H -0.7342 0.4404 2.3075
H 2.3741 -3.7091 4.1660
H 0.0676 -5.9308 2.5317
H 2.4775 1.1360 -2.6217
H 5.3392 2.1433 -5.8280
H -3.2857 -3.4839 -1.6746
H -0.8589 -2.1228 0.5364
H -2.9712 2.1237 1.7275
H 0.4688 5.8869 -4.1367
H -1.2685 -1.1573 -5.4986
H -7.3678 -0.7592 4.4373
H 4.6046 2.1699 -7.4063
H 0.6488 -3.2335 -0.3941
H 0.1729 0.4639 -5.1264
H -2.2203 -1.1829 -1.9254
H -2.9132 1.3345 -3.5772
H -4.1446 1.4876 6.8382

=====

19
Properties=species:S:1:pos:R:3 method="wB97M-V/def2-TZVPD" e_lumo_ev=0.96 e_above_lowest_kj_mol=483.9 total_energy_ha=-327.90368 homo_energy_ev=-9.06 gap_ev=10.0 smiles="C#C[C@](C)(C=C)CN" charge=0
N 2.2279 -0.5700 -0.3516
C -1.6865 -0.7437 -0.3169
C -0.3086 -0.3344 -0.1570
C 0.9707 -1.1826 -0.6651
C -0.0352 -0.2000 1.4404
C -2.8566 -0.9539 -0.4016
C -0.0184 0.9985 -0.7963
C -0.3773 2.1560 -0.1759
H 2.3127 0.5115 -0.1902
H 0.3610 -1.1998 1.6190
H -1.2659 2.2482 0.3702
H 0.9088 -1.1001 -1.7438
H 0.6432 0.4005 1.9069
H 2.4996 -0.9489 0.5700
H -4.0063 -0.7377 -0.6039
H 0.6465 0.8844 -1.6061
H -1.0003 -0.1146 1.9259
H 0.1194 3.1133 -0.4417
H 0.8651 -2.2269 -0.3821

=====

30
Properties=species:S:1:pos:R:3 method="wB97M-V/def2-TZVPD" e_lumo_ev=-0.07 e_above_lowest_kj_mol=343.5 total_energy_ha=-819.21936 homo_energy_ev=-10.02 gap_ev=9.9 smiles="O=CN[C@@H](C=O)CO.O.O.O.O.O" charge=0
O 0.5152 0.6541 -1.2047
O -3.3297 -0.8954 1.2837
O 0.8839 -2.1038 -0.0178
O -1.5922 -2.1148 -0.9376
O 0.4118 0.8624 -4.0116
O -1.2547 2.0484 3.1949
O 2.5378 1.4187 2.3418
O 1.1058 -1.8806 -3.1930
N -0.7682 1.0450 0.6442
C -0.4934 0.4127 -0.5775
C -0.2915 2.5172 2.6240
C 1.2839 0.6867 2.0425
C 0.3748 1.7208 1.3952
H 0.7072 0.4348 3.0429
H 0.0653 0.9809 -3.1471
H -1.4259 -2.3284 -1.8372
H -0.7702 -2.1192 -0.4207
H -3.9693 -1.4796 0.7725
H -1.5570 0.9361 1.1585
H 1.3473 -0.2135 1.3649
H 0.6357 -1.2707 -3.7785
H 1.6139 -1.4483 -0.0752
H 0.9448 2.3150 0.5655
H 0.0458 3.5346 2.7901
H -2.4862 -1.4484 1.2007
H 1.3307 1.2174 -4.1369
H 1.3001 -2.9008 0.3532
H -1.3831 -0.2928 -0.9597
H 0.9949 -1.4219 -2.2730
H 3.2223 1.1334 1.7958

=====

19
Properties=species:S:1:pos:R:3 method="wB97M-V/def2-TZVPD" e_lumo_ev="-0.03 / -0.03" e_above_lowest_kj_mol=92.2 total_energy_ha=-1556.65506 homo_energy_ev="-8.58 / -8.58" gap_ev="8.5 / 8.5" charge=0
Cl 1.9495 1.8325 -2.6198
Cl 3.0998 2.3931 0.5423
Si 1.5736 1.8811 -0.6787
O 0.4001 2.9292 -0.5320
C 0.9606 -1.4800 0.9411
C 0.4736 -0.6384 -0.0469
C 0.3688 -2.6498 1.1463
C -0.5768 -0.8697 -0.8165
C -1.3224 -2.0460 -0.5845
C -0.7868 3.0682 0.2113
C -0.8766 -2.9546 0.4225
H 1.9083 -1.1153 1.3940
H -1.0191 -0.0715 -1.5696
H -2.2288 -2.0883 -1.1444
H -1.2413 -3.9258 0.6518
H -0.7818 3.8930 0.9414
H -1.0507 2.1526 0.7866
H -1.6335 3.2717 -0.6591
H 0.7834 -3.5820 1.6143

=====

22
Properties=species:S:1:pos:R:3 method="wB97M-V/def2-TZVPD" e_lumo_ev=0.49 e_above_lowest_kj_mol=361.7 total_energy_ha=-458.55110 homo_energy_ev=-7.60 gap_ev=8.1 charge=0
O -0.8003 -1.9982 0.2668
N 0.7537 -0.4281 -0.7830
N 0.4551 2.1506 -1.1789
C 2.1482 -0.6906 -0.3634
C -0.4011 -0.8670 0.2725
C -2.3652 0.5423 0.8307
C -0.8586 0.4194 0.7295
C 0.4601 -1.0478 -2.0951
C 0.2079 1.1170 -0.6804
C -0.1185 1.0883 1.8821
H -2.8724 -0.0994 0.1075
H 2.3475 -0.1710 0.5702
H -0.1817 2.1752 1.7841
H 2.2692 -1.7635 -0.2110
H -2.7361 0.2789 1.8283
H -0.5515 -0.7781 -2.3926
H 0.5190 -2.1311 -1.9932
H -0.5745 0.8065 2.8381
H 1.1754 -0.6796 -2.8297
H 0.9404 0.8294 1.9154
H 2.8339 -0.3337 -1.1320
H -2.6504 1.5803 0.6339

=====

15
Properties=species:S:1:pos:R:3 method="wB97M-V/def2-TZVPD" e_lumo_ev=3.93 e_above_lowest_kj_mol=166.8 total_energy_ha=-362.46071 homo_energy_ev=-2.61 gap_ev=6.5 smiles="CC(=O)NCC[O-]" charge=-1
O 1.6258 0.9524 -2.1195
O -1.2521 -0.3138 2.4146
N -1.1354 0.3049 0.2539
C 0.3061 -1.5087 1.0231
C -0.7744 -0.4885 1.2971
C 0.8544 1.2175 -1.0527
C -0.4388 0.3752 -1.0547
H -0.1943 -0.6517 -1.3187
H 1.1808 -0.9570 0.6760
H 0.5440 2.2894 -1.0269
H 0.5514 -2.0170 1.9485
H -1.1560 0.7887 -1.7610
H 1.3526 1.0272 -0.0642
H 0.0452 -2.2160 0.2421
H -1.5092 1.1973 0.5423